Below is a cluster of 7 separate species, C4H23NO6S2 in total at a distorted geometry, with properties calculated with ωB97M-V/def2-TZVPD.

XYZ file:
```
36
Properties=species:S:1:pos:R:3:forces:R:3
N 2.784 1.245 -0.595 0.33 0.01 0.20
C 1.910 0.647 -1.603 -0.79 -0.28 0.21
C 0.872 1.689 -1.999 0.91 -0.01 -0.74
S 0.021 1.405 -3.583 -0.53 -0.07 0.73
S -1.474 0.063 -3.023 0.32 0.16 0.02
C -2.152 0.806 -1.507 -1.26 0.06 -1.14
C -3.080 -0.230 -0.900 0.82 -0.62 0.48
H 3.122 2.149 -0.904 0.09 0.01 -0.15
H 3.602 0.665 -0.450 -0.03 -0.02 0.09
H 1.379 -0.190 -1.144 0.09 -0.05 -0.01
H 2.420 0.250 -2.471 0.31 0.11 -0.36
H 1.422 2.611 -2.226 -0.17 0.15 0.13
H 0.214 1.870 -1.156 -0.17 0.27 -0.30
H -2.651 1.757 -1.685 -0.06 0.02 -0.36
H -1.348 1.007 -0.853 0.71 -0.09 0.85
H -2.461 -1.120 -0.769 -0.21 -0.07 0.20
H -3.350 0.089 0.104 -0.25 0.03 -0.04
H -3.953 -0.567 -1.455 -0.05 0.55 -0.29
H 2.387 -0.406 2.421 -0.38 -0.19 0.19
H 1.997 -1.589 3.264 -0.10 -0.21 0.22
O 2.147 -1.354 2.349 0.29 0.07 -0.34
H -0.778 -1.198 1.215 0.27 0.23 -0.31
H 0.750 -1.289 1.026 0.02 0.11 0.30
O -0.049 -0.888 0.646 -0.48 -0.46 0.01
H 1.196 1.700 0.583 0.24 -0.25 0.05
H 0.058 0.768 1.086 0.66 0.53 0.07
O 0.481 1.654 1.228 -0.87 0.20 0.11
H -1.579 -4.344 0.002 0.15 -0.16 -0.24
H -1.183 -3.168 -0.945 0.11 -0.05 0.02
O -1.637 -3.397 -0.129 -0.33 0.14 0.38
H -2.435 -2.285 1.505 -0.02 0.09 -0.15
H -3.499 -1.410 2.151 0.02 0.15 0.07
O -2.557 -1.437 1.961 0.00 -0.50 0.15
H 1.840 1.888 2.856 -0.28 -0.34 -0.21
H 3.000 1.331 2.063 -0.05 0.28 0.04
O 2.587 1.279 2.936 0.71 0.18 0.09
```
Forces are in eV/Å.

## Properties
Kohn-Sham gap (eV): 8.39
Charge: 0
SMILES string: CCSSCCN.O.O.O.O.O.O
E (eV): -39967.4578

***

Below is a cluster of 7 separate species, C4H23NO8 in total at a distorted geometry, with properties calculated with ωB97M-V/def2-TZVPD.

XYZ file:
```
36
Properties=species:S:1:pos:R:3:forces:R:3
C -3.120 -0.100 -0.278 -0.07 -0.07 -1.16
N -2.141 -1.177 -0.438 0.27 0.29 0.64
C -0.881 -0.875 0.227 0.03 -0.95 0.15
C -1.052 -1.133 1.724 -0.07 0.32 0.30
O 0.077 -0.520 2.379 0.20 0.06 0.11
C 0.212 -1.791 -0.332 0.75 0.17 0.44
O 1.503 -1.527 0.286 -0.17 0.15 -0.12
H -4.053 -0.441 -0.749 0.08 0.18 0.45
H -2.815 0.804 -0.826 0.02 0.03 0.21
H -3.274 0.166 0.766 -0.13 -0.18 -0.03
H -1.965 -1.333 -1.420 -0.04 0.09 -0.17
H -0.540 0.162 0.136 -0.16 0.15 -0.29
H -1.080 -2.194 1.966 0.01 -0.19 -0.18
H -1.970 -0.678 2.100 0.02 -0.01 -0.10
H 0.016 -0.575 3.338 -0.14 -0.13 -0.03
H 0.394 -1.605 -1.389 -0.32 -0.09 -0.10
H 0.005 -2.850 -0.144 -0.37 0.14 -0.23
H 1.368 -1.345 1.229 -0.15 0.07 0.05
H -0.515 0.912 -4.138 -0.02 -0.16 0.24
H -0.099 1.081 -2.655 -0.31 -0.30 -0.44
O -0.566 0.472 -3.279 0.25 0.34 0.24
H 1.868 1.607 0.921 -0.26 0.14 0.08
H 0.616 1.099 1.719 0.33 0.67 -0.23
O 0.993 1.901 1.281 -0.06 -0.70 0.30
H 0.450 3.100 -1.544 0.09 -0.56 0.29
H 0.639 1.903 -0.566 0.04 0.51 -0.79
O 0.749 2.169 -1.516 -0.18 0.08 0.38
H -0.004 3.372 0.744 -0.22 0.48 -0.39
H -0.118 4.893 0.587 -0.05 0.11 -0.04
O -0.406 4.073 0.176 0.27 -0.41 0.48
H 2.254 -3.138 0.579 0.33 -0.59 -0.16
H 3.026 -4.366 0.003 -0.05 0.14 0.05
O 2.508 -4.070 0.758 -0.17 0.26 0.05
H 2.451 -0.054 -0.239 0.51 0.63 -0.13
H 2.553 1.239 -1.103 0.18 -0.11 0.32
O 2.920 0.819 -0.303 -0.43 -0.58 -0.22
```
Forces are in eV/Å.

## Properties
Kohn-Sham gap (eV): 9.63
Charge: 0
SMILES string: CNC(CO)CO.O.O.O.O.O.O
E (eV): -22391.8431
ΔE to the lowest compared entry with this formula, charge and spin (eV): 0.0000

***

Below is a cluster of 7 separate species, C4H24N2O8 in total at a distorted geometry, with properties calculated with ωB97M-V/def2-TZVPD.

XYZ file:
```
38
Properties=species:S:1:pos:R:3:forces:R:3
C -2.377 0.610 -2.559 -1.08 0.34 0.16
N -2.643 -0.782 -2.976 0.83 0.61 -0.26
C -1.239 0.815 -1.528 -2.31 -0.23 -1.43
C -1.358 -0.090 -0.309 2.23 -0.29 0.86
O 0.045 -0.206 0.136 -0.65 -0.45 -0.12
N -1.219 2.246 -1.260 0.96 -0.72 0.31
C 0.062 2.717 -0.763 -0.13 0.08 -0.74
O 0.220 2.548 0.622 -0.17 0.58 0.54
H -3.322 1.068 -2.213 0.20 -0.43 0.49
H -2.205 1.271 -3.417 0.48 -0.50 -0.07
H -2.458 -1.385 -2.186 -0.31 -0.17 0.12
H -1.906 -1.031 -3.634 -0.23 -0.09 -0.11
H -0.361 0.523 -2.113 0.32 0.14 0.43
H -1.660 -1.134 -0.420 -0.49 0.20 -0.64
H -1.902 0.280 0.560 -0.17 0.43 -0.38
H 0.463 -0.627 -0.636 0.21 0.32 0.39
H -1.955 2.437 -0.587 0.07 0.35 -0.04
H 0.121 3.767 -1.051 0.12 0.23 0.43
H 0.858 2.192 -1.310 -0.23 0.05 0.08
H 1.027 2.069 0.822 0.05 -0.39 -0.10
H 0.867 -3.599 0.110 0.56 0.05 -0.16
H 0.837 -3.507 -1.399 0.05 -0.04 -0.28
O 1.405 -3.792 -0.680 -0.45 -0.27 0.11
H 0.873 -1.344 1.378 -0.22 0.02 0.32
H 1.729 -2.364 2.235 0.25 -0.11 0.13
O 1.149 -2.273 1.489 -0.06 -0.34 -0.65
H 2.817 1.026 2.694 -0.38 0.22 -0.10
H 3.438 0.210 1.652 -0.21 0.00 -0.58
O 2.583 0.622 1.846 1.15 0.14 0.31
H 2.193 -1.390 -0.283 -0.38 -0.13 0.20
H 3.071 -1.439 -1.447 -0.22 0.13 -0.52
O 2.267 -0.987 -1.160 0.82 -0.18 0.23
H 1.477 -1.117 3.384 0.39 0.63 0.46
H 0.952 0.368 3.678 0.46 0.07 0.27
O 0.747 -0.506 3.359 -1.62 -0.31 0.31
H -1.184 0.194 2.714 0.38 0.35 -0.32
H -1.629 1.693 2.352 0.60 -0.30 -0.28
O -1.784 0.921 2.901 -0.79 0.01 0.64
```
Forces are in eV/Å.

## Properties
Kohn-Sham gap (eV): 8.74
Charge: 0
SMILES string: NC[C@H](CO)NCO.O.O.O.O.O.O
E (eV): -23896.2095
ΔE to the lowest compared entry with this formula, charge and spin (eV): 3.2496

***

Below is a cluster of 8 separate species, C4H24N2O9 in total at a distorted geometry, with properties calculated with ωB97M-V/def2-TZVPD.

XYZ file:
```
39
Properties=species:S:1:pos:R:3:forces:R:3
C 0.074 -1.178 1.881 1.40 -0.63 1.53
C 0.266 -2.516 1.078 0.35 1.03 0.01
C -1.039 -2.813 0.369 0.39 -0.47 -1.55
O 1.420 -2.359 0.220 -0.18 0.38 -0.27
N 0.695 -0.032 1.222 -1.49 -0.65 0.39
C 0.054 0.503 0.149 1.73 -0.24 0.60
N 0.944 1.259 -0.675 -0.82 -0.61 -0.16
O -1.124 0.285 -0.064 -0.02 -0.18 -0.52
H -0.946 -1.063 2.229 -0.31 0.50 -0.77
H 0.574 -1.263 2.857 0.34 -0.08 -0.29
H 0.670 -3.346 1.657 -0.99 0.12 0.84
H -0.910 -2.422 -0.652 0.04 -0.63 -0.11
H -1.224 -3.886 0.356 -0.19 0.08 -0.32
H -1.943 -2.265 0.604 0.08 0.01 1.07
H 1.242 -2.515 -0.712 -0.32 -0.12 0.02
H 1.698 -0.074 1.277 0.11 0.39 -0.47
H 0.493 1.331 -1.586 0.01 0.53 0.09
H 1.071 2.191 -0.299 0.19 0.11 0.00
H -3.401 -0.232 -2.264 -0.14 -0.32 0.07
H -2.356 0.481 -1.367 -0.10 0.02 -0.27
O -3.042 0.623 -2.041 0.09 0.20 -0.20
H 4.092 -0.555 -1.456 -0.09 -0.07 -0.09
H 2.799 0.036 -0.824 -0.01 -0.09 -0.30
O 3.761 -0.019 -0.733 -0.03 0.21 0.33
H -1.530 2.873 -3.016 -0.69 0.33 0.60
H -1.210 2.977 -1.407 -1.02 0.45 -0.14
O -0.975 2.652 -2.271 1.68 -0.70 -0.48
H 0.213 1.956 2.180 0.23 0.00 0.70
H -0.767 2.671 3.227 0.58 0.01 0.29
O -0.663 2.309 2.350 -0.84 0.11 -0.76
H -2.791 1.061 0.592 -0.13 0.21 0.10
H -3.002 2.154 1.615 0.14 0.01 0.04
O -3.446 1.709 0.888 -0.05 -0.07 0.03
H -0.187 -1.648 -2.399 0.12 -0.26 0.59
H -0.129 -1.664 -3.820 0.40 -0.51 -0.49
O 0.226 -2.187 -3.085 -0.56 0.92 -0.07
H 3.980 1.517 1.885 0.08 -0.01 -0.09
H 3.197 1.536 0.573 0.39 0.01 -0.05
O 3.214 1.913 1.461 -0.37 0.03 0.11
```
Forces are in eV/Å.

## Properties
Kohn-Sham gap (eV): 10.60
Charge: 0
SMILES string: C[C@@H](O)CNC(N)=O.O.O.O.O.O.O.O
E (eV): -25945.4168
ΔE to the lowest compared entry with this formula, charge and spin (eV): 1.9902

***

Below is a cluster of 8 separate species, C4H25N2O8 in total at a distorted geometry, with properties calculated with ωB97M-V/def2-TZVPD.

XYZ file:
```
39
Properties=species:S:1:pos:R:3:forces:R:3
N -0.061 1.679 -1.312 2.38 0.50 0.14
C -0.482 1.310 0.045 0.47 -1.22 2.43
C -0.921 -0.136 0.097 -0.12 -0.30 -3.21
C -2.147 -0.249 -0.829 -0.53 -0.40 0.63
O -2.613 0.759 -1.292 -0.40 -0.11 -0.39
C 0.810 1.405 1.008 -0.18 1.67 -0.87
N 1.912 1.947 0.203 1.14 1.61 0.33
H -0.762 1.965 -1.970 -0.80 -0.41 -0.14
H 0.526 0.890 -1.668 -0.80 0.48 -0.53
H 0.672 2.433 -1.241 -0.60 -0.43 0.45
H -1.364 1.864 0.384 0.83 0.58 -0.11
H -0.164 -0.744 -0.439 -0.20 -0.02 0.66
H -1.097 -0.515 1.075 -0.18 -0.18 0.79
H -2.638 -1.245 -1.089 0.74 0.71 0.43
H 0.549 2.090 1.826 0.19 0.32 -0.55
H 1.144 0.560 1.578 -0.53 -1.37 -0.31
H 2.561 1.402 -0.341 -0.79 -1.39 -0.12
H 2.606 2.473 0.715 -0.57 0.53 0.64
H -0.361 -1.292 -2.708 -0.30 -0.27 -0.56
H -0.510 -0.212 -3.923 -0.25 -0.69 -0.16
O -0.252 -0.380 -3.016 0.43 0.23 0.45
H 1.409 -1.840 0.806 0.28 0.81 0.23
H 2.385 -1.522 -0.462 -0.17 0.60 0.56
O 1.971 -2.178 0.109 0.99 -1.00 -0.53
H 0.945 -2.820 -1.161 -0.93 -0.18 0.47
H -0.411 -3.237 -0.527 0.10 -0.13 -0.01
O -0.029 -2.840 -1.312 0.03 0.02 -1.05
H -3.784 -1.110 1.552 0.28 0.48 0.38
H -3.196 -1.165 2.952 0.03 0.28 -0.17
O -3.198 -0.612 2.155 -0.41 -0.77 -0.10
H 1.340 -2.966 2.760 0.61 0.06 0.42
H 2.441 -1.971 3.340 0.12 -0.50 -0.02
O 1.568 -2.048 2.951 -0.86 0.42 -0.37
H -2.141 3.614 2.214 -0.69 0.07 0.55
H -2.526 2.215 2.955 -0.49 0.60 0.08
O -1.943 2.692 2.365 1.12 -0.65 -0.58
H 3.170 0.485 -2.676 0.08 -0.28 -0.29
H 2.155 -0.711 -2.846 0.06 0.14 -0.44
O 2.436 0.009 -2.277 -0.06 0.20 0.86
```
Forces are in eV/Å.

## Properties
Kohn-Sham gap (eV): 10.22
Charge: +1
E (eV): -23907.4450
ΔE to the lowest compared entry with this formula, charge and spin (eV): 2.7619

***

Below is a structure of composition C4H25N2O9S at a distorted geometry, with properties calculated with ωB97M-V/def2-TZVPD.

XYZ file:
```
41
Properties=species:S:1:pos:R:3:forces:R:3
C 1.389 0.403 2.414 3.14 1.35 0.17
N 1.412 1.812 1.942 -2.33 -0.67 -0.97
C 0.391 2.161 1.035 0.35 -0.09 1.46
N -0.784 1.503 1.071 2.56 -0.63 2.55
O 0.591 3.099 0.268 -0.20 0.50 -0.62
C 2.782 -0.215 2.145 -0.32 -0.75 -0.29
C 2.941 -0.781 0.740 0.03 0.30 -0.92
S 3.364 0.490 -0.490 0.56 0.97 0.23
H 1.298 0.447 3.501 -0.72 -0.44 -0.10
H 0.693 -0.230 1.881 -0.32 0.40 0.46
H 2.248 2.268 1.610 0.41 -0.57 0.11
H -1.068 0.809 1.737 0.65 -0.27 0.45
H -1.591 1.892 0.602 -0.14 0.23 0.81
H 3.622 0.467 2.373 -0.42 -0.36 0.29
H 2.825 -1.152 2.720 0.30 0.52 0.53
H 3.740 -1.529 0.736 -0.39 -0.06 -0.06
H 1.986 -1.154 0.376 0.16 -0.56 0.14
H -2.885 -0.983 -1.265 -0.06 0.04 0.14
H 3.087 -0.110 -1.651 -0.23 -0.40 0.21
O -2.105 -0.634 -0.813 -1.09 0.63 -1.21
H -1.420 -0.561 -2.420 0.35 0.30 0.30
H -0.613 0.017 -3.680 -0.28 0.36 0.25
O -0.937 -0.774 -3.244 0.06 -0.44 -0.81
H 0.562 -1.288 -2.492 0.33 0.64 0.56
H 0.973 -2.377 -1.678 0.27 0.27 0.49
O 1.246 -1.447 -1.790 -0.32 -0.82 -1.01
H -2.519 0.998 -0.676 0.42 -0.07 0.05
H -1.470 2.108 -0.780 -0.27 0.23 -1.05
O -2.362 1.954 -0.450 -2.89 1.00 -3.01
H -3.450 -1.299 0.396 -0.68 0.17 0.72
H -4.250 -0.126 0.916 0.01 0.33 0.03
O -4.249 -1.081 0.917 -0.04 -0.53 -0.29
H -0.497 -2.929 -0.207 0.12 0.18 0.92
H -1.633 -2.606 -1.054 0.11 0.24 -0.28
O -0.802 -3.089 -1.095 -0.17 -1.17 -0.66
H 0.143 3.234 -1.846 0.21 0.66 -0.14
H 0.457 1.853 -1.913 0.49 -0.26 -0.57
O 0.386 2.599 -2.533 -0.46 -0.52 0.68
H -0.428 -1.124 1.112 -0.03 -0.37 0.00
H -1.810 -1.028 0.351 1.28 -1.46 1.08
O -1.261 -1.595 1.234 -0.45 1.12 -0.65
```
Forces are in eV/Å.

## Properties
Kohn-Sham gap (eV): 8.94
Charge: -1
E (eV): -36798.1944
ΔE to the lowest compared entry with this formula, charge and spin (eV): 2.7912